Entry 1:
{"formula": "C6H11Cl2PS", "method": "ωB97M-V with the def2-TZVPD basis set", "elements": ["Cl", "Cl", "S", "P", "C", "C", "C", "C", "C", "C", "H", "H", "H", "H", "H", "H", "H", "H", "H", "H", "H"], "xyz": [[4.4905, -0.4587, -1.0259], [2.8468, 1.7804, 0.3975], [3.3385, -0.9781, 1.8529], [2.7875, -0.2078, 0.0829], [-1.2919, 0.2012, 0.9678], [-1.0800, -0.7912, -0.2065], [-0.1597, -1.9601, 0.2055], [-1.5366, 1.4923, 0.2022], [-0.4898, 0.0746, -1.2213], [-0.4649, 1.4543, -0.8947], [0.6061, 1.5688, -0.6483], [-2.0248, -1.2440, -0.5608], [-0.0290, -0.0887, -2.2965], [-1.4605, 2.3182, 0.9030], [0.0093, -2.6260, -0.6129], [-2.5189, 1.4228, -0.1293], [-0.7142, -2.6926, 0.8601], [-0.6074, 2.2044, -1.7793], [-0.4136, 0.2855, 1.5606], [0.7775, -1.6652, 0.7105], [-2.0650, -0.0899, 1.6324]], "homo_energy_ev": [-7.207, -7.611], "gap_ev": [4.27, 5.52], "total_charge": 0, "relative_energy_kcal_mol": 72.0, "e_tot_ev": -51567.45331}

Entry 2:
{"formula": "C23H29N3O3", "method": "ωB97M-V with the def2-TZVPD basis set", "elements": ["O", "O", "O", "N", "N", "N", "C", "C", "C", "C", "C", "C", "C", "C", "C", "C", "C", "C", "C", "C", "C", "C", "C", "C", "C", "C", "C", "C", "C", "H", "H", "H", "H", "H", "H", "H", "H", "H", "H", "H", "H", "H", "H", "H", "H", "H", "H", "H", "H", "H", "H", "H", "H", "H", "H", "H", "H", "H"], "xyz": [[0.7704, 1.6244, 2.0587], [-1.2290, 0.6189, 2.1866], [-1.4822, 1.5531, -4.0387], [-4.9373, -0.5414, -4.7019], [-2.5958, -1.7448, -3.8553], [-0.6950, 0.0671, -2.5415], [-5.9552, -2.6660, -5.2399], [0.4000, 0.9481, -2.1916], [1.4864, -1.6161, 1.4079], [-0.7842, -1.0971, -1.6935], [-2.7260, -0.4185, -3.8400], [-3.6193, -2.4551, -4.2908], [-0.1991, 0.8318, 1.6011], [-4.8058, -1.8637, -4.7287], [0.2732, 1.4251, -0.7461], [3.3613, 0.5209, 4.7837], [2.9187, -0.5556, 4.0375], [-1.5840, 0.4752, -3.4693], [-3.9145, 0.1734, -4.2710], [4.3759, 0.0773, 2.2527], [0.1699, 0.2441, 0.2378], [3.4190, -0.7902, 2.7624], [4.8200, 1.1573, 2.9959], [1.5216, -0.4723, 0.3916], [0.5587, 2.2604, 3.3197], [2.8891, -1.9336, 1.9447], [-0.2311, 3.5513, 3.1626], [4.3118, 1.3834, 4.2628], [-0.9611, -0.6780, -0.2335], [0.2741, 4.2192, 2.4691], [2.1774, -1.2259, 4.4494], [2.9642, 0.6889, 5.7746], [-6.2945, -3.3679, -4.4800], [0.3674, 1.8008, -2.8723], [1.5608, 2.4496, 3.7102], [-1.9068, -0.1425, -0.1262], [0.1362, -1.6796, -1.8101], [-4.0313, 1.2477, -4.2670], [-1.2264, 3.3338, 2.7830], [4.6571, 2.2260, 4.8441], [1.0698, -2.5151, 0.9496], [-1.6169, -1.7210, -2.0114], [2.2458, 0.2724, 0.7267], [1.8582, -0.8565, -0.5715], [1.3433, 0.4129, -2.3392], [-5.6534, -3.2380, -6.1158], [4.7825, -0.0964, 1.2659], [3.5593, -2.1393, 1.1076], [0.0264, 1.5676, 3.9793], [5.5640, 1.8237, 2.5842], [2.8333, -2.8309, 2.5653], [-6.7702, -2.0004, -5.5082], [1.1299, 2.0484, -0.4882], [-0.6301, 2.0344, -0.6613], [-1.0153, -1.5631, 0.3988], [-3.4834, -3.5288, -4.2950], [-0.3222, 4.0426, 4.1269], [0.8445, -1.3417, 2.2476]], "smiles": "CCOC(=O)C1(CCCc2ccccc2)CCN(C(=O)c2cnc(C)cn2)CC1", "homo_energy_ev": -9.155, "gap_ev": 9.57, "total_charge": 0, "relative_energy_kcal_mol": 42.1, "e_tot_ev": -34935.85172}

Entry 3:
{"formula": "C46H113N13O10", "method": "ωB97M-V with the def2-TZVPD basis set", "elements": ["O", "O", "O", "O", "O", "O", "O", "O", "O", "O", "N", "N", "N", "N", "N", "N", "N", "N", "N", "N", "N", "N", "N", "C", "C", "C", "C", "C", "C", "C", "C", "C", "C", "C", "C", "C", "C", "C", "C", "C", "C", "C", "C", "C", "C", "C", "C", "C", "C", "C", "C", "C", "C", "C", "C", "C", "C", "C", "C", "C", "C", "C", "C", "C", "C", "C", "C", "C", "C", "H", "H", "H", "H", "H", "H", "H", "H", "H", "H", "H", "H", "H", "H", "H", "H", "H", "H", "H", "H", "H", "H", "H", "H", "H", "H", "H", "H", "H", "H", "H", "H", "H", "H", "H", "H", "H", "H", "H", "H", "H", "H", "H", "H", "H", "H", "H", "H", "H", "H", "H", "H", "H", "H", "H", "H", "H", "H", "H", "H", "H", "H", "H", "H", "H", "H", "H", "H", "H", "H", "H", "H", "H", "H", "H", "H", "H", "H", "H", "H", "H", "H", "H", "H", "H", "H", "H", "H", "H", "H", "H", "H", "H", "H", "H", "H", "H", "H", "H", "H", "H", "H", "H", "H", "H", "H", "H", "H", "H", "H", "H", "H", "H"], "xyz": [[-8.6579, -4.4474, 0.1709], [-6.8212, -1.3613, 3.4486], [6.1752, 1.6998, -0.7079], [5.1653, -6.3743, 4.7540], [-0.3870, 2.3341, 4.0005], [-5.2390, -6.2043, -0.3262], [-2.6127, -2.3584, 1.1247], [-2.6345, 1.3070, -5.2593], [1.7927, -6.1581, -0.0015], [3.6752, 4.9178, -3.0069], [5.1292, 1.7524, 0.1604], [-1.8632, -5.4925, -0.0821], [-5.5040, -2.4266, 2.1108], [2.4794, 5.3043, -3.4201], [-6.4595, -5.7416, 1.4725], [2.7341, -5.6273, 3.1767], [-8.9407, -3.0231, -1.4855], [-7.0131, -3.6431, -1.1534], [-1.7872, -1.8519, 0.1076], [-4.3985, -5.8284, 1.6841], [-5.2847, 2.6989, -4.7601], [-4.6172, -0.8717, 3.2662], [-0.1250, 6.1311, 3.3938], [-1.7259, 2.1839, 4.4962], [-3.2017, 1.4250, -3.9420], [-0.8691, -7.2487, 1.3632], [-3.4069, -0.2873, -0.9277], [0.1734, 3.6475, 4.0567], [2.8114, -6.2878, -1.0507], [2.0998, 7.0774, -1.7336], [0.2164, -0.5734, -0.5656], [-0.8344, 4.3949, 1.7773], [0.8240, 7.0039, -3.9107], [-4.2854, 3.3142, -2.6179], [-1.5393, -1.2075, -2.3146], [2.1798, 6.7287, -3.2181], [4.7744, 4.1701, 0.0698], [-0.6265, -5.9069, 0.6033], [-4.0320, 2.7693, -4.0375], [3.5672, 1.4460, 2.5668], [3.5211, 0.3881, 1.3999], [-5.7388, -1.5772, 2.9873], [0.2234, -1.8798, 1.5100], [-0.2531, 6.0114, -3.5845], [-0.6208, 4.7934, 3.2380], [1.2149, 3.6941, -1.8585], [0.4863, -5.8536, -0.5051], [-3.3692, -2.6754, -1.6948], [4.4368, -0.6705, -0.5663], [4.5917, -5.0553, 4.5404], [-0.5455, -0.2252, -1.9019], [2.0944, 3.0242, -4.1703], [5.9843, -0.3140, 1.3703], [-5.3864, -6.0291, 0.8463], [-2.0188, 0.1093, -5.6201], [3.9634, -4.8237, 3.1452], [0.1153, 4.6340, -4.0298], [-0.7123, -0.9611, 0.6137], [3.5921, -3.3628, 2.7625], [-1.3126, 0.2750, 1.3916], [3.7399, 2.8124, 1.9361], [-2.5258, -1.5101, -1.1669], [3.1975, 7.6684, -3.8798], [6.2471, 3.1445, 1.8341], [4.7839, 0.3783, 0.5848], [4.9891, 2.9520, 0.9635], [-8.2213, -3.7316, -0.6969], [5.1413, -6.8228, 6.0940], [1.4765, 4.1947, -3.2755], [-1.1596, 6.4556, -3.9958], [3.8047, -5.9800, -0.7239], [4.2455, 7.5499, -3.6045], [-6.7492, -3.0226, -1.9054], [6.8532, 1.2857, -0.1689], [-6.3322, -2.7115, 1.6079], [0.3325, 3.0544, -1.8682], [2.6043, 0.7351, 0.9232], [0.5582, -4.9160, -1.0564], [1.0588, -1.2244, -0.7997], [-2.7797, -0.6424, -5.4100], [3.3341, -0.5708, 1.8833], [-4.6031, -2.5578, 1.6732], [2.6154, 1.5430, 3.0890], [0.3329, 7.9316, -3.6169], [5.8060, -1.3888, 1.4035], [0.1864, 4.6874, -5.1162], [5.6647, 4.5592, -0.4243], [3.7096, 3.4993, 2.7820], [3.7134, 5.2795, -2.1185], [-4.7295, -0.1306, 3.9431], [1.0528, 4.5305, -1.1786], [2.9556, 2.5759, -3.6747], [2.8971, -7.2594, -1.5373], [-4.5173, -6.0818, 2.6545], [3.2701, -3.3521, 1.7213], [-2.4902, 2.4668, 3.7724], [1.4193, 2.1956, -4.3841], [-1.4946, 3.5463, 1.5977], [0.5577, -2.7435, 0.9352], [-4.5996, 2.5527, -1.9041], [2.9900, -6.4960, 3.6239], [-3.4756, -5.5929, 1.3479], [7.1237, 3.3133, 1.2086], [6.2359, 3.8569, 2.6590], [4.2790, 1.2484, 3.3683], [-1.5828, 4.8722, 3.7444], [-0.3179, -2.2659, 2.3737], [1.2698, 6.5632, -1.2489], [-5.6075, 3.6511, -4.6643], [-2.2904, 0.0309, 1.8069], [-1.0053, -2.1538, -2.4013], [3.2580, 7.5619, -4.9629], [0.8728, 7.0195, -4.9995], [-2.9381, 0.6967, -0.9181], [4.0533, 4.0835, -0.7430], [-7.2503, -5.5564, 0.8722], [-3.9488, -0.3125, 0.0177], [4.5555, 5.0404, 0.6884], [-6.3372, -4.1189, -0.5729], [-1.5529, 1.2178, 0.9004], [2.4847, 3.4727, -5.0839], [1.9769, 8.1463, -1.5589], [0.0698, -6.5139, -1.2658], [2.8905, 3.1801, 1.3604], [-1.2554, 5.1901, 1.1621], [5.4398, -4.3739, 4.6081], [3.8994, -4.7741, 5.3340], [-1.8952, 2.8485, 5.3434], [-0.6268, 3.8435, -3.9184], [0.1853, 0.0563, -2.6601], [6.4692, 2.1863, 2.3038], [-1.0482, -0.0728, -5.1589], [2.7084, -3.1267, 3.3554], [0.2122, 3.9990, 5.0877], [-0.4830, -5.1509, 1.3754], [-6.4357, -5.4850, 2.4491], [1.2125, 3.5348, 3.7473], [6.9034, -0.2033, 0.7949], [-2.4056, 1.5908, -3.2161], [-1.8827, 0.0959, -6.7015], [0.1282, -7.5888, 1.6420], [-3.3959, 3.8163, -2.2373], [-1.6017, -4.6192, -0.5169], [5.3300, -0.8177, -1.1736], [-3.9304, -3.0466, -0.8373], [5.5902, -7.8151, 6.1383], [0.6375, 0.3592, -0.1902], [-2.3160, -6.0361, -0.8029], [0.8552, 6.0166, 3.1791], [-1.3550, -7.9607, 0.6961], [2.5852, -5.6138, -1.8769], [-2.8237, -3.4748, -2.1963], [4.3464, -2.5980, 2.9477], [-4.2361, -0.2783, -1.6352], [-8.3683, -2.5268, -2.1535], [-2.0540, -0.8968, -3.2238], [-0.6382, 0.3768, 2.2419], [-0.3487, 5.9663, -2.4997], [-2.4189, -3.2973, 1.1749], [-1.9004, 1.1104, 4.5678], [6.1507, 0.0765, 2.3743], [-1.5663, -7.1408, 2.1941], [-9.9296, -2.8581, -1.3629], [4.0658, -1.5731, -0.0806], [-1.0537, 0.7072, -1.6562], [3.7258, -0.2913, -1.3003], [-5.0670, 4.0724, -2.6660], [2.4268, -5.8692, 2.2454], [-5.0868, 2.6307, -5.7482], [-3.3718, 3.5125, -4.4848], [2.9871, 6.7186, -1.2120], [-0.6227, 6.7399, 2.7600], [1.1261, -1.4198, 1.9122], [-3.7627, -1.0214, 2.7490], [0.1221, 4.0815, 1.3591], [2.8990, 8.7023, -3.7064], [5.7545, -6.0595, 6.5730], [-3.8460, 0.5594, -3.7884], [-4.1446, -2.3372, -2.3822], [2.0376, 3.1189, -1.4336], [4.1285, -7.0350, 6.4365], [4.6488, -5.3321, 2.4671]], "smiles": "CC1(C)CCCC(C)(C)N1O.CC1(C)CCCC(C)(C)N1O.CC1(C)CCCC(C)(C)N1O.COC[C@H](C)N.COC[C@H](C)N.COC[C@H](C)N.COC[C@H](C)N.NC(N)=O.NC(N)=O.NC(N)=O", "homo_energy_ev": -8.034, "gap_ev": 8.35, "total_charge": 0, "relative_energy_kcal_mol": 161.1, "e_tot_ev": -89372.93184}

Entry 4:
{"formula": "C6H14N4O", "method": "ωB97M-V with the def2-TZVPD basis set", "elements": ["O", "N", "N", "N", "N", "C", "C", "C", "C", "C", "C", "H", "H", "H", "H", "H", "H", "H", "H", "H", "H", "H", "H", "H", "H"], "xyz": [[3.5468, -0.5724, -1.6709], [-3.8663, 0.3090, 1.1270], [-2.4703, 2.0003, -1.0173], [-3.0476, -1.2691, -0.4348], [1.8246, 0.2886, -0.5637], [1.3379, 0.7322, 0.6922], [2.6849, 0.7830, 1.6373], [3.0889, -0.1190, -0.6083], [-2.0716, 0.9144, -0.4756], [-3.0773, -0.0723, 0.1289], [3.7970, 0.1134, 0.7666], [-2.3341, -1.3825, -1.1982], [1.2899, 0.6095, -1.3504], [3.0434, 1.8438, 1.7535], [-1.6922, 2.6612, -1.3147], [2.5720, 0.3113, 2.6383], [0.5039, 0.1204, 1.0922], [4.5924, 0.8385, 0.6097], [4.1049, -0.8330, 1.2504], [-3.4632, -2.1191, -0.1822], [3.1344, -0.4205, -2.5469], [-3.4370, 2.3441, -1.0924], [-4.2065, -0.3807, 1.8253], [-3.8241, 1.2617, 1.5767], [0.7959, 1.7164, 0.5840]], "homo_energy_ev": -16.539, "gap_ev": 9.68, "total_charge": 2, "relative_energy_kcal_mol": 3.0, "e_tot_ev": -14439.57682}